# 1
{"formula": "C3H12N3O2", "method": "the ωB97M-V functional and the def2-TZVPD basis", "species": ["N", "C", "C", "N", "H", "H", "H", "H", "H", "H", "H", "H", "H", "N", "C", "O", "O", "H", "H", "H"], "positions_angstrom": [[-2.15994, 2.16690, 0.28407], [-1.77298, 1.24883, -0.86606], [-0.26252, 1.05877, -0.91025], [0.04428, 0.32839, -2.13045], [-1.99299, 1.71920, 1.18843], [-1.62007, 3.03321, 0.23933], [-3.15023, 2.41076, 0.24511], [-2.28904, 0.30403, -0.70550], [-2.11372, 1.74474, -1.76934], [0.22668, 2.03569, -0.91696], [0.07789, 0.58221, 0.02776], [1.00700, 0.02751, -2.14166], [-0.55743, -0.48969, -2.19940], [1.91853, -1.58671, 0.88818], [2.48010, -2.53210, 1.68524], [1.76923, -3.41130, 2.28708], [3.73494, -2.52467, 1.84537], [1.21406, -1.95209, 0.24746], [2.59834, -1.06166, 0.33146], [0.84783, -3.10201, 2.37010]], "lowdin_spin": [0.00, 0.00, 0.00, 0.00, 0.00, 0.00, 0.00, 0.00, 0.00, 0.00, 0.00, 0.00, 0.00, 0.09, 0.06, 0.02, 0.83, 0.00, 0.00, 0.00], "energy_ev": -11851.78191, "e_homo_ev": [-16.73, -16.73], "de_lowest_kj_mol": 59.7, "multiplicity": 2, "total_charge": 2, "lumo_energy_ev": [-7.20, -12.34]}


# 2
{"formula": "C16H19BCaN6Te", "method": "the ωB97M-V functional and the def2-TZVPD basis", "species": ["H", "N", "B", "N", "C", "Ca", "H", "C", "H", "C", "H", "C", "H", "H", "H", "N", "N", "N", "N", "C", "C", "H", "H", "C", "C", "C", "C", "H", "H", "H", "H", "H", "Te", "C", "C", "C", "C", "C", "C", "H", "H", "H", "H", "H"], "positions_angstrom": [[-0.42695, 2.94513, 0.49776], [-0.10396, 1.69464, -1.16746], [0.66389, 0.69543, -3.38035], [0.52057, 1.89207, -2.39106], [0.89165, 3.18033, -2.51324], [-0.95889, -0.54782, -0.44654], [1.37825, 3.51816, -3.41748], [0.53296, 3.84925, -1.34251], [0.68609, 4.88385, -1.10508], [-0.07589, 2.87571, -0.52658], [1.11669, 1.05641, -4.42468], [-1.64921, -2.19775, 0.71842], [-2.06961, -2.68988, 1.58781], [-0.72540, -2.72240, 0.42104], [-2.41396, -2.18209, -0.08569], [-0.75216, 0.07727, -3.53352], [1.57031, -0.38125, -2.71378], [-1.45637, -0.46709, -2.43604], [1.20559, -0.96160, -1.50973], [-1.50533, 0.01479, -4.64239], [2.73900, -0.89805, -3.13984], [-1.11323, 0.39926, -5.57624], [3.16232, -0.57024, -4.07617], [-2.72584, -0.57936, -4.32381], [3.17801, -1.82356, -2.18877], [-2.66074, -0.87121, -2.95131], [2.19347, -1.81653, -1.17684], [-3.54028, -0.76668, -5.00101], [4.07108, -2.40871, -2.22367], [-3.41876, -1.34060, -2.33587], [2.17172, -2.36265, -0.24293], [-1.37085, -1.00823, 1.14299], [0.75381, 0.39049, 2.09493], [0.23012, 0.00755, 4.06865], [-0.92805, 0.58067, 4.64847], [-1.08993, 0.52187, 6.04002], [-0.13173, -0.11610, 6.84280], [0.98640, -0.73103, 6.25651], [1.16978, -0.69265, 4.86930], [-1.63562, 1.08653, 3.99243], [-1.96603, 0.98028, 6.50286], [-0.25663, -0.13823, 7.92743], [1.72072, -1.23822, 6.88503], [2.03302, -1.13776, 4.37613]], "mulliken_charge": [0.48, -0.20, -0.20, 0.07, -0.12, 2.04, 0.43, -1.08, 0.38, -0.26, -0.13, -1.15, 0.40, 0.26, 0.29, 0.24, 0.06, -0.71, -0.04, -0.07, -0.15, 0.45, 0.44, -1.09, -1.09, 0.00, -0.25, 0.38, 0.39, 0.37, 0.43, -0.14, -0.14, 0.28, -0.42, -0.40, -0.45, -0.41, -0.55, 0.33, 0.33, 0.34, 0.33, 0.31], "energy_ev": -52249.75037, "e_homo_ev": -6.54, "lumo_energy_ev": -0.19}


# 3
{"formula": "CH4OP2", "method": "the ωB97M-V functional and the def2-TZVPD basis", "species": ["C", "O", "P", "P", "H", "H", "H", "H"], "positions_angstrom": [[0.51441, -0.24509, -0.91237], [-0.49791, -0.49742, 2.06419], [0.63736, -1.26624, 1.65988], [-0.70309, 1.05735, -0.67475], [1.42489, -0.21328, -1.53805], [-0.05784, -1.09785, -1.29691], [-1.39324, 0.40175, 0.36036], [0.07541, 1.86077, 0.33765]], "lowdin_spin": [0.59, 0.35, 0.78, 0.17, 0.03, 0.03, 0.02, 0.03], "energy_ev": -21723.01666, "e_homo_ev": [-7.05, -10.37], "de_lowest_kj_mol": 112.2, "multiplicity": 3, "lumo_energy_ev": [-0.04, -1.80]}